{
  "formula": "C5H8N2",
  "method": "wB97M-V/def2-TZVPD",
  "homo_lumo_gap_ha": 0.323,
  "spin_multiplicity": 1,
  "e_above_lowest_ev": 5.992,
  "homo_energy_ev": -8.04,
  "total_charge": 0,
  "elements": ["C", "C", "C", "C", "C", "N", "N", "H", "H", "H", "H", "H", "H", "H", "H"],
  "positions_angstrom": [[-0.496, 1.673, 1.073], [0.113, -0.228, 1.858], [0.313, -0.818, 0.693], [0.746, -2.199, 0.374], [-0.706, 2.042, -1.261], [0.248, 0.031, -0.439], [-0.423, 1.266, -0.099], [0.341, -0.307, 2.870], [0.359, -2.905, 1.174], [0.073, -2.514, -0.496], [1.858, -2.394, 0.320], [-0.676, 1.298, -2.087], [0.083, 2.815, -1.450], [-1.610, 2.647, -1.203], [-0.224, -0.407, -1.328]],
  "atomic_forces_ev_per_a": [[0.4, -2.2, 4.4], [-1.3, 4.2, -3.2], [0.8, 0.9, 0.7], [-1.2, -2.2, 0.3], [1.0, 1.0, -2.0], [-1.8, -1.2, -2.2], [1.0, -1.7, -1.4], [0.1, -0.7, 1.3], [0.6, 0.9, -0.6], [1.7, 0.1, 0.6], [-1.4, 0.4, -0.6], [-0.5, 1.1, 0.1], [-0.3, -0.9, 0.2], [-0.2, -0.7, 0.2], [1.1, 0.9, 2.3]]
}